129
Properties=species:S:1:pos:R:3:forces:R:3:mulliken_charge:R:1 method="wB97M-V/def2-TZVPD" multiplicity=1 mol_weight_g_mol=664.02 e_homo_ev=-9.2 energy_ev=-59479.4575 de_lowest_ev=0.000
C -8.1466 -15.1218 21.1312 -0.443 -0.212 0.375 -0.56
O -8.9189 -15.8889 22.0361 0.212 -0.305 0.352 -0.38
C -8.7446 -17.2882 21.8664 -0.172 0.611 -1.014 0.34
C -9.9097 -18.0276 22.4491 -1.002 -0.647 -0.339 0.24
C -9.7456 -19.5308 22.1910 0.534 0.470 1.019 -1.05
N -11.1994 -17.6315 21.8827 -0.281 0.466 0.026 -0.72
H -8.3591 -14.0902 21.4062 0.271 0.077 -0.229 0.25
H -8.4723 -15.3200 20.1031 0.095 0.081 -0.053 0.11
H -7.0805 -15.3512 21.2211 0.032 0.127 0.006 0.32
H -8.7852 -17.4574 20.7779 0.303 -0.320 0.001 -0.50
H -7.7935 -17.6564 22.2669 0.110 0.200 0.052 0.44
H -9.9685 -17.8298 23.5235 0.148 -0.125 0.030 0.27
H -8.8263 -19.8314 22.7016 -0.009 -0.332 -0.159 0.44
H -9.6562 -19.7719 21.1325 -0.123 0.097 -0.070 -0.09
H -10.5742 -20.0676 22.6481 -0.058 -0.075 -0.170 0.42
H -11.3500 -17.9944 20.9468 0.431 -0.267 0.170 0.29
H -11.2219 -16.6247 21.7496 0.074 0.027 0.298 0.31
C -7.5807 -19.9418 18.8813 0.894 0.781 1.157 -0.83
O -6.9319 -20.8873 18.0633 -0.641 0.224 0.170 0.50
C -6.9916 -22.1901 18.6245 0.154 -0.879 -0.561 -0.01
C -6.4639 -23.1796 17.5702 0.234 -0.181 -0.260 0.91
C -7.3658 -23.3084 16.3626 -1.198 1.183 -0.909 -0.36
N -6.2990 -24.5696 18.0414 -0.269 0.686 0.342 -0.66
H -7.3850 -18.9122 18.5786 -0.184 -0.211 -0.869 0.32
H -7.1013 -19.9070 19.8706 -0.186 -0.525 0.195 0.39
H -8.6490 -20.1015 19.0206 -0.058 -0.203 -0.237 -0.22
H -6.3328 -22.2744 19.4961 -0.141 0.239 0.181 0.18
H -8.0176 -22.4460 18.9029 -0.025 0.092 0.119 -0.57
H -5.5026 -22.7461 17.2791 0.149 -0.419 -0.243 -0.11
H -8.4022 -23.5791 16.6083 0.200 -0.336 0.461 0.10
H -7.0556 -24.0026 15.5852 0.450 -0.190 0.291 -0.33
H -7.5319 -22.3558 15.8413 0.400 0.072 0.212 -0.20
H -5.7128 -24.6412 18.8691 -0.013 0.190 -0.089 0.29
H -7.2414 -24.8157 18.3334 0.267 -0.414 0.109 0.08
C -9.7614 -27.5412 10.5104 0.287 0.176 -0.022 -0.75
O -8.9988 -27.7508 11.6796 0.099 -0.333 0.193 -0.37
C -7.9527 -26.8258 11.8396 0.294 0.582 -0.258 -0.45
C -7.3902 -26.8166 13.2605 0.004 -0.006 0.228 0.24
C -8.4402 -26.5265 14.3158 -0.594 -0.483 -0.224 -1.06
N -6.2837 -25.8525 13.3643 -0.117 0.042 -0.546 -0.36
H -9.1134 -27.1861 9.7035 -0.095 -0.063 -0.143 0.33
H -10.5454 -26.7970 10.6799 -0.008 0.053 0.013 0.27
H -10.2190 -28.4817 10.2123 0.003 -0.045 0.073 0.27
H -7.0856 -27.0227 11.1886 -0.172 -0.468 -0.218 0.28
H -8.2659 -25.8289 11.5050 -0.239 0.193 0.439 0.29
H -6.9568 -27.8110 13.4022 -0.069 0.009 0.295 0.36
H -8.0714 -26.4814 15.3396 0.394 0.260 -0.149 0.27
H -9.1877 -27.3242 14.3237 -0.050 0.080 -0.199 0.41
H -8.9617 -25.6063 14.0424 0.013 0.127 0.259 -0.04
H -5.5760 -26.1879 12.7138 0.227 0.296 0.179 0.33
H -6.5952 -24.9420 13.0021 -0.026 -0.568 0.086 0.21
C -5.3955 -24.2632 21.7341 1.222 -0.694 0.179 -1.11
C -4.1743 -23.8990 20.8942 -0.306 0.908 -0.929 1.52
C -3.2365 -23.0193 21.6668 0.316 0.552 1.026 -1.65
O -3.4688 -25.0122 20.3711 0.312 -0.329 0.380 -0.61
H -6.0604 -24.9367 21.1939 -0.367 0.338 -0.001 0.18
H -5.8633 -23.3852 22.1719 -0.329 0.018 -0.340 0.34
H -4.9795 -24.8316 22.5746 -0.215 -0.065 0.077 0.48
H -4.4294 -23.2916 20.0093 -0.507 -0.081 0.129 -0.46
H -3.7257 -22.0969 21.9983 -0.317 -0.092 -0.215 0.37
H -2.3753 -22.6665 21.1002 0.105 -0.453 -0.080 0.30
H -2.9315 -23.4943 22.6050 0.309 -0.164 -0.228 0.39
H -4.0139 -25.8018 20.3184 -0.153 0.099 0.047 0.37
C -9.6607 -16.7375 17.5908 -0.162 -0.863 0.326 -0.94
C -10.9005 -16.0967 18.1954 0.675 -0.540 0.231 0.47
C -11.8706 -15.6203 17.1417 0.338 0.025 0.143 -1.36
O -11.4955 -17.1090 19.0346 -0.196 0.409 -0.445 -0.51
H -8.9940 -16.0457 17.0820 -0.062 0.098 0.021 0.47
H -9.9397 -17.5521 16.9151 -0.147 0.257 -0.256 0.43
H -9.1304 -17.2723 18.3841 0.230 0.380 0.062 -0.23
H -10.5662 -15.2997 18.8693 -0.149 0.276 -0.206 0.20
H -12.0911 -16.4568 16.4785 -0.251 0.022 0.045 0.29
H -11.3925 -14.8427 16.5440 -0.192 0.143 0.023 0.37
H -12.7739 -15.2431 17.6214 -0.102 0.078 -0.267 0.43
H -12.2043 -16.6563 19.5078 -0.086 -0.244 -0.012 0.33
C -6.4843 -18.4146 15.6935 -0.985 0.125 0.309 -1.45
C -5.9278 -19.6003 14.8937 0.041 0.621 0.588 1.72
C -4.7691 -19.1452 14.0244 -1.102 -0.062 -1.021 -1.79
O -5.4296 -20.5983 15.7836 0.208 0.116 0.333 -0.49
H -6.7144 -17.4934 15.1511 0.268 -0.283 -0.563 0.50
H -5.8521 -18.0847 16.5214 0.245 -0.392 -0.029 0.29
H -7.4621 -18.7030 16.0976 0.147 -0.058 0.298 0.15
H -6.7544 -20.0881 14.3638 0.106 0.406 -0.498 -0.45
H -3.9868 -18.7895 14.6894 0.436 -0.280 -0.341 0.48
H -5.0612 -18.3353 13.3468 -0.206 0.318 0.483 0.43
H -4.5358 -19.9024 13.2715 0.798 -0.353 0.651 0.35
H -5.9670 -20.6037 16.6056 0.192 -0.017 -0.474 0.45
C -10.8423 -22.5439 18.9605 0.036 0.544 0.201 -0.76
C -11.6405 -21.6250 18.0460 0.940 -0.069 -1.380 0.45
C -10.6931 -21.0751 16.9574 -0.719 1.020 0.388 -0.61
O -12.6082 -22.3572 17.2824 -0.108 -0.360 0.572 -0.57
H -10.0961 -23.0516 18.3496 -0.312 -0.568 0.089 0.24
H -11.4914 -23.2145 19.5280 0.140 -0.194 -0.107 0.47
H -10.2486 -21.9865 19.6907 -0.208 0.191 0.042 -0.01
H -12.1401 -20.7945 18.5534 0.065 -0.133 0.198 0.15
H -10.2117 -21.8755 16.4006 0.096 -0.067 0.152 0.18
H -9.9753 -20.3581 17.3641 0.215 -0.292 0.051 -0.18
H -11.2917 -20.4843 16.2597 -0.040 -0.145 -0.110 0.46
H -12.7856 -23.1737 17.7637 -0.192 0.093 -0.153 0.35
C -7.7972 -21.0626 11.7433 0.012 -0.272 0.076 -1.38
C -8.0640 -22.3580 12.5117 -0.788 0.714 -1.146 2.06
C -9.5005 -22.8349 12.2887 0.875 0.383 0.572 -1.47
O -7.1896 -23.3763 11.9865 0.148 0.672 0.901 -0.71
H -8.0590 -21.1649 10.6891 -0.072 -0.130 0.018 0.38
H -6.7271 -20.8438 11.7803 -0.079 0.335 0.132 0.32
H -8.3939 -20.2529 12.1664 0.219 0.144 0.014 0.37
H -7.8956 -22.1415 13.5726 0.184 -0.473 0.039 -1.01
H -9.6674 -22.9168 11.2163 -0.114 -0.460 0.038 0.36
H -10.2058 -22.1027 12.6817 0.001 -0.006 0.076 0.45
H -9.5914 -23.7579 12.8584 -0.457 -0.222 -0.406 0.17
H -6.3186 -23.0561 12.2674 0.089 -0.334 -0.381 0.36
C -1.1065 -20.4829 18.4151 -0.235 0.373 -0.798 -1.55
C -2.4790 -20.7966 17.8425 -0.483 -0.172 -0.997 0.76
C -3.5779 -20.3405 18.7744 0.101 -0.082 1.373 -1.00
O -2.5565 -20.1450 16.5787 0.483 0.514 -0.218 -0.66
H -0.9083 -21.1194 19.2734 0.134 0.363 0.257 0.32
H -1.0997 -19.4022 18.5839 0.051 -0.120 0.742 0.38
H -0.3113 -20.5921 17.6764 -0.162 -0.521 -0.097 0.42
H -2.6122 -21.8698 17.6561 0.216 -0.106 0.229 0.13
H -4.5936 -20.6654 18.5496 0.140 0.015 -0.430 0.21
H -3.5752 -19.2612 18.9488 0.049 0.065 -0.374 0.41
H -3.3467 -20.7627 19.7631 -0.119 -0.049 -0.026 0.22
H -3.4008 -20.2866 16.1305 -0.249 -0.344 0.430 0.32
O -4.5926 -25.3469 15.7213 -0.185 0.283 0.092 -0.81
H -5.1990 -25.2697 14.9630 0.141 -0.429 0.083 0.42
H -5.1673 -25.1985 16.4937 0.142 -0.114 -0.071 0.36
O -8.4883 -25.2615 19.9712 -0.124 -0.235 0.190 -0.58
H -8.8088 -25.1859 20.8775 0.002 0.044 -0.087 0.27
H -8.4454 -26.2123 19.8075 -0.050 0.091 0.007 0.26

=====

129
Properties=species:S:1:pos:R:3:forces:R:3:mulliken_charge:R:1 method="wB97M-V/def2-TZVPD" multiplicity=1 mol_weight_g_mol=664.02 e_homo_ev=-8.9 energy_ev=-59475.4689 de_lowest_ev=3.989
C 11.5284 8.1868 -3.4544 0.547 -1.109 -0.857 -0.74
O 12.3263 7.7788 -4.5628 -0.201 0.211 -0.234 -0.31
C 12.7442 8.8451 -5.4188 -0.264 -1.160 -0.114 -0.62
C 13.3373 8.1802 -6.6891 1.124 0.281 1.052 0.58
C 14.5040 7.2571 -6.3427 0.138 -0.542 0.362 -1.39
N 13.8215 9.1518 -7.6513 -0.482 0.617 -0.582 -0.70
H 11.4049 7.2481 -2.9142 -0.102 0.272 0.414 0.24
H 10.5428 8.4976 -3.8012 -0.041 0.458 0.138 0.28
H 12.0586 8.9254 -2.8533 -0.231 0.193 0.126 0.30
H 11.8902 9.4743 -5.6696 -0.073 0.185 -0.145 0.40
H 13.4610 9.4153 -4.8279 0.418 0.415 -0.401 0.26
H 12.5849 7.5692 -7.1876 -0.327 0.140 0.229 0.19
H 15.4148 7.7674 -6.0296 -0.134 0.562 0.063 0.30
H 14.7896 6.7417 -7.2597 -0.050 -0.369 0.056 0.38
H 14.2891 6.5514 -5.5403 -0.213 -0.228 -0.216 0.35
H 14.4838 9.8083 -7.2634 0.040 0.174 0.471 0.20
H 14.3719 8.6446 -8.3295 -0.069 -0.014 -0.383 0.24
C 20.7144 3.5621 -12.8974 1.181 -1.584 0.209 -0.69
O 21.9543 2.8078 -12.8344 -0.449 1.227 -2.247 -0.34
C 22.0884 2.0237 -11.7249 0.623 -0.061 1.164 -0.76
C 23.4396 1.2662 -11.7012 0.168 0.626 0.459 0.56
C 23.6954 0.4358 -12.9605 -0.691 0.134 0.687 -1.31
N 23.4830 0.4765 -10.4374 -0.449 -0.292 -0.701 -0.75
H 19.9101 2.8493 -12.7156 -0.360 0.091 -0.067 0.33
H 20.6534 3.9362 -13.9194 -0.041 0.298 0.329 0.24
H 20.6926 4.3109 -12.1055 0.007 0.325 -0.183 0.28
H 22.0706 2.7300 -10.8949 0.003 -0.246 0.889 0.32
H 21.2368 1.3524 -11.6152 -0.036 -0.476 0.072 0.41
H 24.2556 1.9799 -11.5868 -0.087 0.590 -0.530 0.24
H 23.8384 1.0279 -13.8644 0.074 0.270 0.283 0.29
H 22.7781 -0.1313 -13.1190 0.269 -0.600 -0.137 0.31
H 24.5785 -0.1815 -12.7964 -0.176 -0.266 -0.172 0.38
H 23.5245 1.1179 -9.6583 -0.162 0.160 0.110 0.25
H 24.3536 -0.0332 -10.3887 0.110 -0.190 -0.148 0.24
C 13.0626 15.5785 -7.2804 0.267 -0.572 -0.091 -0.72
O 14.4017 15.2638 -7.0295 1.715 -0.879 -0.340 -0.33
C 14.6277 13.8526 -6.9106 0.523 0.111 0.412 -0.66
C 16.0762 13.4828 -6.4643 -0.156 0.974 -0.746 0.49
C 17.1615 13.7498 -7.5494 -0.063 1.038 0.252 -1.39
N 16.1746 12.0963 -6.1089 -0.075 -1.729 0.370 -0.62
H 12.5331 15.3251 -6.3620 -0.701 0.567 -0.028 0.30
H 12.6643 14.9640 -8.0878 -0.152 -0.131 -0.183 0.31
H 13.0387 16.6140 -7.6198 -0.285 0.015 0.504 0.24
H 13.9732 13.4847 -6.1204 -0.283 -0.269 0.122 0.33
H 14.3953 13.3106 -7.8272 -0.150 0.081 -0.285 0.33
H 16.1911 13.9664 -5.4942 0.671 1.330 -0.470 0.27
H 17.3142 14.8213 -7.6785 -0.067 0.113 0.082 0.34
H 16.9766 13.3786 -8.5574 -0.835 -0.273 0.153 0.30
H 18.1498 13.3359 -7.3488 -0.053 -0.103 0.689 0.40
H 17.1440 11.9478 -5.8674 0.525 -0.273 -0.587 0.19
H 15.8124 11.9682 -5.1748 -0.907 -0.105 0.119 0.25
C 20.5440 8.0225 -4.4529 0.622 -1.070 0.163 -1.27
C 21.2618 9.0418 -5.3293 -1.001 -1.299 -0.326 0.59
C 20.7578 9.0299 -6.7932 0.316 -0.318 0.280 -1.16
O 21.0494 10.2694 -4.7362 -0.437 1.844 0.361 -0.55
H 19.4803 7.8648 -4.6309 -0.074 0.665 0.016 0.28
H 20.7630 8.2180 -3.4032 -0.346 0.366 0.019 0.35
H 20.9581 7.0216 -4.5746 0.242 -0.109 -0.406 0.34
H 22.3364 8.8887 -5.2302 0.222 -0.649 -0.611 0.18
H 19.6772 8.9685 -6.9220 -0.152 -0.051 0.611 0.27
H 21.1581 8.1519 -7.3001 0.197 0.147 -0.240 0.33
H 21.0209 9.9516 -7.3122 0.470 -0.085 -0.109 0.34
H 21.5650 10.8714 -5.2779 -0.095 0.565 0.220 0.31
C 13.9226 9.7678 -18.4153 -0.326 -0.893 -0.273 -1.16
C 13.8903 11.2273 -18.0708 0.352 -0.071 0.549 0.38
C 14.2063 11.4643 -16.5920 -0.176 0.450 0.266 -1.15
O 14.8688 11.8763 -18.8553 0.145 0.282 -0.271 -0.54
H 13.1746 9.1998 -17.8622 0.089 -0.092 0.139 0.34
H 14.9132 9.3573 -18.2193 0.119 -0.079 0.426 0.22
H 13.7704 9.5521 -19.4728 -0.265 0.373 -0.114 0.34
H 12.9293 11.6690 -18.3345 -0.017 0.061 0.072 0.29
H 15.1774 11.1068 -16.2496 0.171 -0.533 -0.478 0.26
H 13.4641 11.0220 -15.9276 -0.151 0.109 -0.015 0.35
H 14.2931 12.5345 -16.4042 -0.453 0.111 -0.009 0.33
H 15.6351 11.3150 -18.7166 0.541 0.272 -0.254 0.35
C 13.9492 5.7225 -15.4937 0.611 0.352 -0.337 -1.21
C 15.4140 5.5703 -15.0046 0.592 1.340 -1.012 0.47
C 16.3744 6.7104 -15.5240 -1.246 -0.589 0.484 -1.25
O 15.4488 5.5990 -13.6001 -0.010 0.027 0.558 -0.48
H 13.2366 5.1458 -14.9040 0.227 -0.644 -0.246 0.40
H 13.9093 5.5120 -16.5624 -0.259 -0.437 0.042 0.34
H 13.5231 6.7220 -15.4069 0.605 0.416 0.216 0.28
H 15.8677 4.6292 -15.3155 -0.327 -0.295 -0.354 0.21
H 16.5282 6.6628 -16.6021 -0.177 -0.061 -0.003 0.37
H 17.3536 6.6849 -15.0459 -0.113 -0.216 0.136 0.33
H 15.8796 7.6474 -15.2684 0.190 0.218 -0.102 0.27
H 14.8766 4.8626 -13.3723 -0.018 -0.009 0.684 0.29
C 21.4696 15.0184 -12.0709 0.056 0.226 1.109 -1.28
C 22.5303 13.9254 -12.2821 -1.277 0.525 0.972 0.45
C 22.0886 12.5886 -11.7370 -0.074 0.166 0.826 -1.05
O 22.8292 13.7588 -13.6021 1.431 0.122 -2.508 -0.55
H 21.1400 15.0241 -11.0320 -0.012 -0.293 0.229 0.33
H 20.5454 14.8953 -12.6355 0.179 -0.149 -0.404 0.36
H 21.8500 16.0354 -12.1665 0.153 -0.087 -0.657 0.34
H 23.4517 14.2454 -11.7954 0.065 0.019 0.079 0.22
H 22.9418 11.9237 -11.6031 -0.096 -0.097 -0.182 0.32
H 21.3653 12.1502 -12.4247 -0.059 -0.119 0.127 0.22
H 21.6317 12.7604 -10.7624 -0.136 -0.357 0.104 0.31
H 22.0689 13.7728 -14.1881 -0.243 0.038 0.304 0.34
C 19.2132 2.6007 -6.2951 0.403 0.294 0.079 -1.25
C 18.0874 3.2694 -7.0839 0.246 -0.205 0.217 0.62
C 18.5018 4.1917 -8.2182 0.292 0.190 -0.078 -1.05
O 17.3732 2.1748 -7.6274 -0.604 -0.230 -0.896 -0.56
H 19.8503 2.0159 -6.9586 -0.150 -0.013 -0.259 0.31
H 18.7440 1.8912 -5.6135 0.133 0.029 0.265 0.38
H 19.8978 3.2318 -5.7284 -0.277 0.332 0.088 0.30
H 17.3878 3.7902 -6.4302 0.185 0.341 0.301 0.16
H 18.7680 5.1966 -7.8907 0.038 -0.056 0.426 0.29
H 17.6992 4.3526 -8.9380 -0.094 -0.330 0.043 0.32
H 19.3822 3.8109 -8.7359 -0.078 -0.208 -0.150 0.18
H 17.1547 1.5926 -6.8961 -0.095 -0.120 -0.055 0.31
C 17.8008 8.9690 -11.7254 0.773 0.229 0.105 -0.53
O 16.8454 8.1311 -11.1566 -0.884 -0.205 0.308 -0.46
H 18.0989 9.7032 -10.9769 0.070 -0.126 0.110 0.25
H 18.6613 8.3548 -11.9906 0.380 0.334 -0.246 0.25
H 17.4638 9.5495 -12.5842 -0.228 -0.160 -0.263 0.22
H 16.6344 7.4430 -11.7919 -0.181 -0.149 -0.067 0.25
C 20.0701 9.5636 -16.8311 0.772 0.181 0.386 -0.46
O 19.2437 10.3327 -17.6430 -0.966 0.725 -0.584 -0.50
H 19.8793 9.8529 -15.7977 -0.460 -0.478 0.087 0.15
H 19.9411 8.5008 -17.0357 0.118 -0.084 0.427 0.24
H 21.1104 9.8666 -16.9499 0.327 -0.320 -0.377 0.28
H 19.1251 9.9266 -18.5048 0.183 -0.035 0.061 0.30
C 14.1082 13.9810 -12.3209 -0.479 0.634 0.273 -0.42
O 12.6964 13.8773 -12.4846 0.079 -0.157 -0.161 -0.51
H 14.6140 13.0452 -12.5584 0.173 0.154 -0.085 0.21
H 14.4330 14.8170 -12.9405 0.119 -0.333 -0.333 0.24
H 14.3301 14.3101 -11.3058 0.200 -0.327 0.270 0.18
H 12.4275 13.0111 -12.1699 -0.086 0.016 0.055 0.30

=====

Quick rundown of HOMO-LUMO gap, same order as above: 9.241 9.043 eV